# C16H31AsGaNO4S4Si3

C16H31AsGaNO4S4Si3 as an isolated structure (ωB97M-V/def2-TZVPD, the OMol25 dataset).

Geometry (Å):
H: -3.1667 -2.9156 -1.8217
H: -2.0553 -3.4232 -0.5315
C: -0.2679 3.0786 0.3366
As: -1.2501 -0.0863 -0.4007
H: -3.4243 1.4227 -2.6639
H: -4.6658 2.2434 1.0507
H: -3.3475 3.0054 0.1406
S: -3.2750 -1.7605 3.7247
H: -1.4868 2.3306 -2.7958
C: -3.6343 2.1150 0.7056
H: 0.0655 1.7331 -3.4101
C: -1.4693 -1.0792 -3.6895
C: 4.8307 1.1123 3.5458
H: -0.0642 3.3895 -2.7996
H: -5.0715 1.4498 -2.0129
H: -4.3563 -0.0822 -2.5455
Si: 0.0916 1.7888 -0.9445
H: 0.5343 3.8240 0.3400
H: -4.1432 -1.7904 0.0185
C: -4.1407 0.8704 -2.0504
C: -0.4044 2.3577 -2.6447
O: 1.4243 -1.3463 1.2413
C: 5.4798 -0.4011 1.8255
Si: -3.5257 0.5786 -0.3186
S: -1.0251 -3.2290 2.0128
H: 0.9606 -3.1940 -2.5424
Ga: -0.6582 -0.9729 1.8732
H: 3.9200 -1.4166 0.7653
O: 7.7028 -0.8209 1.3256
H: -1.8691 -4.0700 -2.1732
C: 3.1715 -0.0696 2.2649
C: 0.7899 -2.2685 -1.9816
H: 5.0883 1.8132 4.3304
C: -2.1294 -3.1762 -1.5946
H: 6.8815 0.6865 3.0110
H: -4.1976 -0.8873 1.5310
C: 5.8356 0.4924 2.8202
H: -0.8303 -0.2381 -3.9638
H: -1.2129 3.5906 0.1411
H: 1.1080 -2.4240 -0.9467
N: 6.5480 -1.0607 1.0306
H: -5.5029 -0.6974 0.3373
S: -1.9321 -3.2816 3.8752
H: -0.3140 2.6275 1.3323
H: 2.3318 1.4642 0.0294
H: 2.0995 0.3705 -1.3437
H: -1.3737 -1.8483 -4.4665
C: 1.7425 -0.3751 1.9672
H: 2.4011 2.0998 -1.6180
H: 2.7008 1.3193 3.8155
H: -2.5062 -0.7330 -3.6789
C: 3.4985 0.8369 3.2656
S: -1.9907 -0.1491 3.5608
O: 0.8172 0.3436 2.4753
C: -4.4228 -0.8327 0.4614
C: 4.1675 -0.7045 1.5385
Si: -0.9947 -1.7895 -2.0440
C: 1.8963 1.3767 -0.9666
H: -2.9971 2.0294 1.5884
H: 1.4164 -1.4856 -2.4172
O: 6.2020 -1.7410 0.0845

energy	-7605.96247	a.u.
orbital gap	7.244	eV
strongest force on any atom	0.562	eV Å⁻¹

=====

# C9H16N2O3S

One molecule with the formula C9H16N2O3S at a distorted geometry (ωB97M-V/def2-TZVPD, the OMol25 dataset).

Geometry (Å):
O: 0.6310 1.2716 -0.5050
O: 2.9391 -1.6042 0.5302
H: -2.2482 -2.3344 1.5584
C: 1.1351 0.0889 -0.1957
H: -1.7757 2.5406 -1.5309
C: -2.9182 -1.3605 -0.7760
H: 5.5199 -0.6628 -1.1027
C: -1.0838 -0.0767 0.1903
C: -0.6722 1.2344 -0.2276
S: 2.8359 -0.2185 0.1453
C: 4.7619 -0.0985 -1.6988
H: -3.7174 -1.5149 1.8698
C: -1.4856 2.5162 -0.5069
H: 5.2975 0.7155 -2.2614
N: 2.7771 0.7207 1.5306
H: 3.0417 1.7231 1.3373
H: -3.8868 -1.9272 -0.5345
H: -4.2563 0.4396 0.3031
H: -2.3306 2.5982 0.1929
C: -2.4643 -0.4741 0.4677
O: -3.3173 0.7148 0.4865
H: -0.9253 3.4226 -0.3403
H: -3.0895 -0.8333 -1.7037
H: -2.1750 -1.0565 2.6118
C: -2.6248 -1.3315 1.7072
C: 0.2027 -0.7526 0.3498
N: 3.7261 0.4615 -0.8890
H: 3.5822 0.3556 2.1141
H: 4.3526 -0.5430 -2.6125
H: 0.4271 -1.8267 0.5160
H: -2.2588 -2.1879 -1.0260

energy	-1085.81443	a.u.
energy above the lowest of the compared OMol25 structures with the same formula, charge and spin	48.6	kcal per mole
orbital gap	8.993	eV
strongest force on any atom	4.988	eV Å⁻¹

=====

# C56H98N14

A 14-piece molecular cluster, C56H98N14 overall at a distorted geometry (ωB97M-V/def2-TZVPD, the OMol25 dataset).

Geometry (Å):
C: -5.2120 -0.9934 -4.8817
N: 0.9038 -3.3254 4.4253
C: 5.8036 -1.5370 0.1057
H: 3.3803 1.4639 2.5843
C: -0.2292 -0.4902 0.0714
H: 4.6275 -2.3583 6.9680
H: 2.7088 -2.3502 -1.6509
C: -2.6245 -5.2892 -4.4768
C: 5.8248 -2.8428 -0.7147
H: 3.2009 -5.0789 2.3068
H: -2.7156 -4.5250 -0.7257
C: 1.1803 -0.4144 0.4823
H: -1.4841 4.6650 3.0985
C: -2.1660 4.4942 3.9315
H: -1.0011 -2.3835 -5.6474
H: -1.9498 -4.5613 -6.3602
H: 3.8446 4.6831 3.6512
C: 0.1000 8.5471 -0.0916
H: 4.3930 -4.8523 1.0755
C: 3.4802 4.3920 2.6660
H: 2.9777 -3.7632 1.2288
H: 1.8615 3.3036 1.7602
C: -4.7441 0.9801 2.1191
H: -5.3789 -1.9412 -5.3935
H: 6.6899 -0.9228 -0.0533
H: -5.9961 -0.2722 -5.1121
H: -1.7574 -5.8753 -4.1724
C: 1.8285 -2.7337 4.1242
H: 4.9324 -0.9774 -0.2350
H: -4.7245 -2.1917 -3.1264
C: 8.2302 -2.9891 -0.3933
C: 2.0978 -2.0042 -2.4846
C: -3.7980 -3.0460 0.2696
C: 3.3202 -4.7975 1.2606
H: 3.6900 -4.3017 -3.3401
C: -0.8720 0.8580 -0.0758
C: 2.6688 -2.4230 -3.8648
C: -2.1187 3.1936 6.1676
H: 5.3966 0.3516 -3.3798
N: 1.3181 2.5601 -2.5074
C: -1.1272 -3.1927 -4.9281
H: -6.8066 2.2258 3.7864
H: -1.5062 2.2133 -3.1940
C: 0.2459 5.3175 0.0714
H: -3.7917 1.1422 2.6238
H: -4.5047 0.6810 1.0987
H: 1.8877 1.3334 3.4274
H: 1.2548 4.9231 0.1920
C: 2.8105 -3.9814 -3.8987
C: 0.9505 -5.8433 1.0335
C: 6.9969 -3.7746 -0.4833
H: -3.1502 -4.9834 0.9040
H: 2.4047 -5.4398 -0.5923
H: 4.3015 3.9945 2.0697
C: 2.3085 3.4020 2.7495
C: 0.1887 -4.6151 1.1559
H: -5.0734 0.7469 -2.8522
H: 4.7185 -3.5038 5.6355
H: 5.7082 -1.7186 1.1762
C: 4.6978 1.1738 -3.2258
H: 3.0214 -4.3247 -4.9115
H: 3.7143 0.9436 -3.6354
N: 9.1788 -2.4201 -0.3213
H: -0.1355 -3.5954 -4.7221
C: -4.7152 -5.2721 -0.5105
N: -0.4234 -3.6403 1.2471
N: 0.7704 -5.4501 -3.0153
H: -4.0611 -2.5128 -0.6439
H: 3.6192 -2.4673 3.1685
H: 0.7193 8.3141 1.8332
H: 0.1970 5.7377 -0.9332
H: -0.5002 4.5229 0.0615
H: -3.4148 4.1424 -4.5318
H: 4.8367 -3.2838 -0.5835
N: -3.6833 3.0436 -1.0290
H: 3.9884 3.6949 -1.9671
H: 3.0498 5.2584 2.1637
H: 2.0879 -0.9276 -2.3141
H: 3.6625 2.9569 -0.4287
C: -3.5539 3.3776 6.4234
H: -1.7424 2.5640 0.8999
H: -5.0962 -0.2479 -1.4658
C: -5.2835 -1.3034 -3.4208
C: 4.0988 -2.7312 6.0908
N: -5.5804 -2.7283 2.1196
H: 0.3221 -6.5172 0.4511
C: -4.8292 -2.8775 1.2840
H: -3.6777 -0.1082 -2.4963
H: 2.8732 -6.7299 0.4333
N: -2.8820 -0.0716 -5.7644
H: 5.5230 1.6183 -1.2676
H: -1.7362 1.0534 1.8604
H: -0.6396 3.2029 4.5865
H: 2.6547 -1.0452 3.2566
C: -3.9571 -0.4325 -5.4009
H: -1.6800 4.0807 6.6244
C: -2.4971 2.6355 -3.3611
N: -0.4006 9.2329 -0.8802
H: -2.8752 -2.5666 0.5963
H: 1.7839 7.5267 0.6859
H: -3.1535 -3.4881 -5.5707
H: -5.3479 0.2163 2.6091
H: -1.4382 5.7360 -4.6759
C: 0.7374 7.7294 0.9135
N: -1.8691 -2.1707 -2.6119
C: -5.4683 2.3205 2.0379
C: -6.2990 4.1882 3.4376
C: 2.9942 -1.8927 3.8521
H: -3.0452 1.8337 -3.8558
H: 5.7846 -2.5450 -1.7625
H: 0.9752 -6.3350 2.0060
H: -5.3346 -5.4046 0.3766
H: -1.7930 0.6238 -0.6097
H: -0.2522 2.0659 1.6255
C: 3.6567 1.9529 4.4264
H: -5.1125 2.6131 4.1390
H: -2.1124 3.4271 -5.2800
C: 2.3815 2.6298 -2.0485
C: -4.7600 -0.2368 -2.5026
H: -5.3213 -4.7439 -1.2465
C: 2.7491 1.9892 3.3011
H: -3.1294 -4.9614 -3.5682
C: -1.5042 4.9928 -3.8812
H: 6.8241 -4.2852 0.4641
H: -6.3176 -1.5079 -3.1435
H: 5.0779 2.0553 -3.7422
C: -5.9253 2.7572 3.4271
C: -2.3911 3.8404 -4.3106
N: 2.2717 -0.3683 0.8405
C: -1.7268 3.2289 4.6598
H: 3.6403 -1.9791 -4.0821
C: 3.8452 -1.5517 5.1311
C: 0.0073 6.4438 1.1014
H: -3.3779 -5.9513 -4.9037
H: -4.3660 -6.2627 -0.8018
N: 4.4150 1.8850 5.2983
H: 7.0980 -4.4686 -1.3177
H: 1.5737 3.7464 3.4771
N: -4.6767 3.5243 6.6757
C: -3.5201 -4.4839 0.0086
C: -1.1665 1.6803 1.1744
C: -2.2670 -4.1049 -5.4226
C: 2.4103 -5.7433 0.4545
C: -1.5595 -2.6345 -3.6361
H: -4.8312 3.0694 1.5675
H: -0.3240 1.5141 -0.7520
H: -0.4721 4.6534 -3.7936
H: -2.0527 5.3838 4.5511
H: 4.7836 -1.0350 4.9299
H: 1.9872 -2.1252 -4.6616
H: 0.2476 6.1011 2.1078
H: -6.3704 2.2056 1.4369
H: -0.7473 -1.1916 0.7254
C: 1.6696 -4.8338 -3.4446
H: -1.8841 5.4548 -2.9700
C: -3.1592 2.8725 -2.0397
H: 4.1568 0.6378 -1.1579
N: -6.6257 5.3094 3.4278
H: 1.0903 -2.4088 -2.3874
H: 3.2233 -3.3044 6.3958
H: 3.2251 -0.8217 5.6514
H: -1.7108 2.3141 6.6659
H: -2.2325 2.4047 4.1568
C: 4.5537 1.4675 -1.7428
H: -0.1531 -0.9781 -0.9004
H: -1.0482 6.6975 1.1995
C: 3.7077 2.7518 -1.4983
H: -3.1787 4.4951 3.5282

energy	-2959.03923	a.u.
energy above the lowest of the compared OMol25 structures with the same formula, charge and spin	62.5	kcal per mole
orbital gap	10.690	eV
strongest force on any atom	5.587	eV Å⁻¹